Entry 1:
Below is a molecular structure, C32H59FeN4OP2S at a distorted geometry, with properties calculated with the ωB97M-V functional and the def2-TZVPD basis.

Computed properties:
HOMO energy (alpha / beta) in eV: -6.99 / -10.89
Kohn-Sham gap (alpha / beta) in eV: 4.67 / 6.90

ORCA input file:
```
! RIJCOSX wB97M-V def2-TZVPD def2/J DEFGRID3
* xyz 1 5
C 2.385 -1.220 -1.463
C 1.695 0.766 -2.466
C 3.313 -1.381 -2.472
C 2.365 0.446 -3.685
C 3.282 -0.601 -3.626
H 3.985 -2.209 -2.348
H 2.264 1.161 -4.499
H 3.985 -0.766 -4.432
N 1.566 -0.186 -1.462
P 0.637 -2.328 0.498
P 0.358 2.300 -0.568
C 2.273 -2.235 -0.344
H 2.514 -3.216 -0.761
H 3.055 -2.030 0.395
C 1.185 2.058 -2.189
H 0.859 2.617 -3.067
C -1.454 3.228 -0.383
C 1.786 3.524 -0.202
C -0.354 -3.518 -0.630
C 1.024 -3.264 2.119
C -2.548 2.378 0.278
H -2.332 2.113 1.320
H -3.491 2.951 0.282
H -2.733 1.453 -0.273
C -1.330 4.499 0.456
H -1.011 4.285 1.484
H -0.669 5.251 0.013
H -2.325 4.967 0.533
C -1.918 3.533 -1.797
H -2.876 4.079 -1.773
H -1.203 4.137 -2.365
H -2.117 2.601 -2.332
C 1.749 4.010 1.246
H 1.502 3.202 1.951
H 2.761 4.362 1.487
H 1.069 4.857 1.393
C 3.122 2.771 -0.419
H 3.133 1.839 0.163
H 3.298 2.531 -1.475
H 3.965 3.408 -0.111
C 1.647 4.681 -1.224
H 1.139 4.390 -2.155
H 1.108 5.561 -0.843
H 2.658 4.982 -1.537
C -0.302 -3.616 2.811
H -0.080 -4.012 3.817
H -0.936 -2.726 2.933
H -0.872 -4.386 2.278
C 1.810 -2.318 3.031
H 2.797 -2.055 2.630
H 1.247 -1.399 3.221
H 1.972 -2.808 4.008
C 1.877 -4.535 1.947
H 2.762 -4.368 1.319
H 2.232 -4.847 2.942
H 1.310 -5.383 1.550
C -0.036 -3.150 -2.083
H 0.968 -3.483 -2.378
H -0.761 -3.626 -2.759
H -0.098 -2.069 -2.229
C -1.852 -3.330 -0.337
H -2.215 -2.321 -0.571
H -2.402 -4.055 -0.963
H -2.095 -3.549 0.713
C -0.042 -5.010 -0.449
H 1.020 -5.241 -0.589
H -0.399 -5.402 0.510
H -0.595 -5.552 -1.232
Fe -0.043 -0.015 0.253
C 1.296 0.417 1.343
O 2.243 0.656 2.027
N -1.403 -0.231 -1.159
C -2.185 -0.479 -2.053
C -2.465 -0.058 -3.584
C -1.631 1.077 -4.257
C -1.990 -1.292 -4.348
C -3.945 0.331 -3.634
H -1.765 2.113 -3.934
H -0.547 0.902 -4.332
H -1.930 1.139 -5.321
H -2.245 -2.248 -3.882
H -2.239 -1.355 -5.416
H -0.893 -1.263 -4.332
H -4.272 0.958 -4.473
H -4.595 -0.546 -3.584
H -4.209 0.932 -2.755
C 0.585 -0.225 5.621
N 0.229 0.434 4.358
C -1.012 0.281 3.813
S -1.349 -0.267 2.197
N -2.071 0.481 4.621
C -2.063 1.297 5.839
H -0.026 0.154 6.444
H 1.635 -0.004 5.837
H 0.459 -1.313 5.540
H 1.010 0.562 3.706
H -2.972 0.284 4.191
H -2.952 1.938 5.831
H -2.117 0.664 6.734
H -1.168 1.927 5.876
*
```

Results of the Löwdin charge analysis, in e, for atoms 1 through 99:
1. C -0.336
2. C -0.330
3. C -0.013
4. C 0.010
5. C -0.020
6. H 0.118
7. H 0.123
8. H 0.118
9. N 0.082
10. P 1.120
11. P 1.191
12. C -0.251
13. H 0.086
14. H 0.098
15. C -0.172
16. H 0.090
17. C -0.591
18. C -0.650
19. C -0.641
20. C -0.646
21. C -0.124
22. H 0.034
23. H 0.100
24. H 0.043
25. C -0.098
26. H 0.080
27. H 0.062
28. H 0.099
29. C -0.102
30. H 0.104
31. H 0.081
32. H 0.040
33. C -0.091
34. H 0.069
35. H 0.090
36. H 0.065
37. C -0.084
38. H 0.063
39. H 0.078
40. H 0.099
41. C -0.077
42. H 0.053
43. H 0.078
44. H 0.095
45. C -0.097
46. H 0.097
47. H 0.027
48. H 0.068
49. C -0.109
50. H 0.085
51. H 0.025
52. H 0.098
53. C -0.080
54. H 0.082
55. H 0.096
56. H 0.061
57. C -0.097
58. H 0.085
59. H 0.094
60. H 0.043
61. C -0.096
62. H 0.034
63. H 0.098
64. H 0.068
65. C -0.094
66. H 0.080
67. H 0.068
68. H 0.098
69. Fe -0.004
70. C -0.297
71. O 0.056
72. N -0.029
73. C -0.161
74. C -0.536
75. C -0.076
76. C -0.087
77. C -0.067
78. H 0.046
79. H 0.058
80. H 0.091
81. H 0.069
82. H 0.093
83. H 0.069
84. H 0.083
85. H 0.081
86. H 0.070
87. C -0.050
88. N -0.038
89. C -0.680
90. S 0.768
91. N -0.024
92. C -0.060
93. H 0.064
94. H 0.104
95. H 0.089
96. H 0.081
97. H 0.129
98. H 0.097
99. H 0.090

***

Entry 2:
Below is C22H20N2O4 in the gas phase at a distorted geometry, with properties calculated with the ωB97M-V functional and the def2-TZVPD basis.

Computed properties:
SMILES: O=C(COc1ccc([N+](=O)[O-])cc1)N(Cc1ccccc1)Cc1ccccc1
HOMO energy in eV: -9.28
Kohn-Sham gap in eV: 8.89

ORCA input file:
```
! RIJCOSX wB97M-V def2-TZVPD def2/J DEFGRID3
* xyz 0 1
O 2.146 2.676 -1.436
C 1.493 1.941 -0.719
N 1.995 1.373 0.394
C 1.295 0.440 1.259
C 0.730 -0.770 0.557
C -0.506 -1.278 0.937
C -1.042 -2.381 0.295
C -0.344 -2.992 -0.732
C 0.899 -2.505 -1.103
C 1.434 -1.401 -0.462
H 2.402 -1.023 -0.758
H 1.454 -2.983 -1.895
H -0.764 -3.848 -1.238
H -2.008 -2.758 0.595
H -1.055 -0.808 1.741
H 0.493 0.959 1.796
H 2.022 0.091 1.997
C 3.364 1.708 0.774
C 4.295 0.559 0.493
C 4.791 -0.239 1.514
C 5.604 -1.321 1.226
C 5.926 -1.618 -0.087
C 5.437 -0.824 -1.112
C 4.626 0.259 -0.825
H 4.243 0.883 -1.618
H 5.690 -1.049 -2.138
H 6.559 -2.463 -0.311
H 5.987 -1.935 2.029
H 4.551 -0.008 2.543
H 3.380 1.975 1.835
H 3.650 2.578 0.178
C 0.054 1.596 -1.117
H 0.042 0.561 -1.478
H -0.215 2.268 -1.942
O -0.834 1.770 -0.033
C -2.063 1.226 -0.087
C -2.846 1.389 1.066
C -4.104 0.845 1.141
C -4.604 0.126 0.056
C -3.849 -0.024 -1.100
C -2.587 0.526 -1.177
H -2.019 0.409 -2.086
H -4.264 -0.573 -1.931
N -5.909 -0.459 0.134
O -6.307 -1.085 -0.828
O -6.541 -0.300 1.159
H -4.714 0.958 2.024
H -2.432 1.949 1.889
*
```

The molecule's Löwdin atomic charges, reported in e, are given here:
1. O 0.064
2. C -0.417
3. N -0.028
4. C -0.086
5. C -0.210
6. C -0.047
7. C -0.075
8. C -0.084
9. C -0.070
10. C -0.030
11. H 0.102
12. H 0.105
13. H 0.102
14. H 0.107
15. H 0.115
16. H 0.128
17. H 0.130
18. C -0.091
19. C -0.218
20. C -0.047
21. C -0.080
22. C -0.088
23. C -0.079
24. C -0.049
25. H 0.117
26. H 0.104
27. H 0.101
28. H 0.103
29. H 0.110
30. H 0.131
31. H 0.129
32. C -0.073
33. H 0.124
34. H 0.148
35. O -0.026
36. C -0.271
37. C 0.007
38. C 0.014
39. C -0.163
40. C 0.018
41. C 0.006
42. H 0.115
43. H 0.124
44. N -0.368
45. O 0.075
46. O 0.075
47. H 0.122
48. H 0.124

***

Entry 3:
Below is 8 unconnected molecules or ions with the total composition C32H64O16S8 at a distorted geometry, with properties calculated with the ωB97M-V functional and the def2-TZVPD basis.

Computed properties:
SMILES: O=S1(=O)CCCC1.O=S1(=O)CCCC1.O=S1(=O)CCCC1.O=S1(=O)CCCC1.O=S1(=O)CCCC1.O=S1(=O)CCCC1.O=S1(=O)CCCC1.O=S1(=O)CCCC1
HOMO energy in eV: -9.59
Kohn-Sham gap in eV: 9.63

ORCA input file:
```
! RIJCOSX wB97M-V def2-TZVPD def2/J DEFGRID3
* xyz 0 1
C -0.849 -0.454 1.051
C 0.524 -1.123 1.114
C 1.453 -0.070 0.411
S 0.498 1.054 -0.710
O 0.781 0.728 -2.100
O 0.633 2.346 -0.023
C -1.082 0.241 -0.335
H -0.988 0.359 1.764
H -1.702 -1.113 1.214
H 0.439 -2.030 0.517
H 0.766 -1.480 2.115
H 2.271 -0.468 -0.189
H 2.103 0.621 0.948
H -1.053 -0.626 -0.995
H -1.959 0.888 -0.343
C 1.592 1.165 5.342
C 2.141 1.397 3.961
C 2.968 0.204 3.627
S 3.665 -0.561 5.137
O 5.073 -0.306 5.166
O 3.063 -1.788 5.539
C 2.804 0.704 6.194
H 0.858 0.370 5.213
H 1.092 2.006 5.822
H 2.893 2.186 4.007
H 1.429 1.654 3.176
H 3.807 0.336 2.945
H 2.340 -0.532 3.125
H 3.483 1.556 6.218
H 2.486 0.340 7.171
C 2.344 6.964 -1.424
C 1.346 5.734 -1.649
C 1.174 5.434 -3.223
S 1.417 7.038 -4.060
O 0.148 7.723 -4.079
O 2.245 6.860 -5.230
C 2.522 7.741 -2.718
H 3.352 6.832 -1.030
H 2.013 7.722 -0.714
H 0.301 5.932 -1.410
H 1.648 4.845 -1.096
H 0.169 5.203 -3.575
H 1.983 4.769 -3.526
H 2.101 8.734 -2.560
H 3.528 7.810 -3.131
C 0.492 -2.598 -4.023
C 0.999 -3.305 -5.384
C -0.082 -2.902 -6.349
S -1.675 -3.257 -5.452
O -1.984 -4.656 -5.689
O -2.695 -2.218 -5.631
C -0.953 -3.123 -3.795
H 0.332 -1.528 -4.153
H 1.213 -2.752 -3.221
H 1.305 -4.351 -5.394
H 1.931 -2.745 -5.453
H -0.135 -3.593 -7.190
H -0.133 -1.864 -6.679
H -0.657 -4.129 -3.497
H -1.509 -2.651 -2.986
C -2.061 -5.393 0.687
C -1.405 -5.884 -0.600
C -2.430 -5.868 -1.661
S -3.856 -4.602 -1.311
O -5.110 -5.274 -0.981
O -3.710 -3.452 -2.186
C -2.884 -4.124 0.364
H -1.225 -5.192 1.359
H -2.881 -6.039 1.000
H -1.100 -6.920 -0.450
H -0.605 -5.262 -1.003
H -2.853 -6.735 -2.169
H -2.016 -5.416 -2.562
H -3.485 -3.666 1.149
H -2.328 -3.255 0.010
C -2.878 0.991 -3.278
C -3.980 2.005 -3.283
C -5.033 1.631 -2.201
S -4.971 -0.323 -2.031
O -6.198 -0.865 -2.670
O -4.509 -0.539 -0.642
C -3.611 -0.394 -3.283
H -2.377 1.238 -2.342
H -2.111 1.224 -4.018
H -4.491 1.894 -4.240
H -3.632 3.037 -3.336
H -6.039 1.715 -2.611
H -4.989 2.144 -1.241
H -4.220 -0.583 -4.167
H -3.113 -1.361 -3.215
C -0.348 5.509 4.728
C 0.959 5.138 3.971
C 0.571 4.547 2.619
S -1.301 4.230 2.563
O -1.612 2.995 3.292
O -1.933 4.411 1.218
C -1.411 5.744 3.669
H -0.134 6.465 5.205
H -0.645 4.737 5.438
H 1.647 4.496 4.520
H 1.686 5.896 3.678
H 1.002 3.587 2.336
H 0.731 5.258 1.809
H -2.366 5.872 4.179
H -1.226 6.491 2.897
C 2.500 -4.645 3.713
C 1.450 -5.122 2.765
C 1.827 -4.869 1.322
S 3.610 -4.261 1.248
O 3.582 -2.814 1.084
O 4.420 -5.087 0.399
C 3.964 -4.685 3.052
H 2.667 -5.418 4.462
H 2.450 -3.680 4.217
H 0.459 -4.777 3.061
H 1.286 -6.200 2.764
H 1.181 -4.230 0.719
H 1.835 -5.758 0.692
H 4.735 -4.105 3.561
H 4.250 -5.734 2.972
*
```

Results of the Löwdin charge analysis, in e, for atoms 1 through 99:
1. C -0.210
2. C -0.172
3. C -0.196
4. S 0.721
5. O -0.342
6. O -0.351
7. C -0.209
8. H 0.106
9. H 0.106
10. H 0.091
11. H 0.102
12. H 0.091
13. H 0.075
14. H 0.094
15. H 0.102
16. C -0.212
17. C -0.245
18. C -0.234
19. S 0.686
20. O -0.312
21. O -0.318
22. C -0.190
23. H 0.121
24. H 0.113
25. H 0.118
26. H 0.102
27. H 0.112
28. H 0.072
29. H 0.098
30. H 0.104
31. C -0.203
32. C -0.150
33. C -0.199
34. S 0.677
35. O -0.325
36. O -0.342
37. C -0.222
38. H 0.102
39. H 0.097
40. H 0.101
41. H 0.085
42. H 0.092
43. H 0.097
44. H 0.090
45. H 0.096
46. C -0.189
47. C -0.192
48. C -0.216
49. S 0.717
50. O -0.330
51. O -0.330
52. C -0.244
53. H 0.104
54. H 0.110
55. H 0.119
56. H 0.108
57. H 0.099
58. H 0.109
59. H 0.078
60. H 0.073
61. C -0.203
62. C -0.240
63. C -0.205
64. S 0.783
65. O -0.333
66. O -0.356
67. C -0.163
68. H 0.091
69. H 0.123
70. H 0.124
71. H 0.108
72. H 0.108
73. H 0.057
74. H 0.097
75. H 0.061
76. C -0.203
77. C -0.241
78. C -0.155
79. S 0.765
80. O -0.352
81. O -0.381
82. C -0.202
83. H 0.075
84. H 0.122
85. H 0.109
86. H 0.116
87. H 0.077
88. H 0.090
89. H 0.093
90. H 0.040
91. C -0.204
92. C -0.207
93. C -0.214
94. S 0.741
95. O -0.357
96. O -0.363
97. C -0.217
98. H 0.114
99. H 0.115

***

Entry 4:
Below is a molecular structure, C4H4AuLiO5 at a distorted geometry, with properties calculated with the ωB97M-V functional and the def2-TZVPD basis.

Computed properties:
HOMO energy (alpha / beta) in eV: -11.07 / -15.46
Kohn-Sham gap (alpha / beta) in eV: 6.78 / 6.62

ORCA input file:
```
! RIJCOSX wB97M-V def2-TZVPD def2/J DEFGRID3
* xyz 1 4
O 0.144 0.801 1.626
C 0.753 -0.312 1.833
C -1.031 0.234 -0.207
O 1.942 -0.417 2.115
O 0.189 -1.346 1.155
C -1.094 -1.080 0.584
H -1.769 0.150 -1.016
H -1.308 1.247 0.096
H -1.309 -1.933 -0.067
H -1.849 -1.003 1.376
O 0.433 -0.472 -2.293
C 0.450 0.264 -1.268
O 1.164 1.339 -1.320
Li 1.587 1.768 0.428
Au 1.698 0.761 -3.041
*
```

The molecule's Löwdin atomic charges, reported in e, are given here:
1. O 0.088
2. C -0.620
3. C -0.007
4. O 0.272
5. O 0.061
6. C -0.116
7. H 0.126
8. H 0.124
9. H 0.155
10. H 0.153
11. O -0.127
12. C -0.522
13. O -0.334
14. Li 0.779
15. Au 0.968

***

Entry 5:
Below is a molecular structure, CHBr3, with properties calculated with the ωB97M-V functional and the def2-TZVPD basis.

Computed properties:
HOMO energy in eV: -10.43
Kohn-Sham gap in eV: 10.12

ORCA input file:
```
! RIJCOSX wB97M-V def2-TZVPD def2/J DEFGRID3
* xyz 0 1
C -5.526 -12.655 -7.329
Br -3.961 -11.543 -7.670
Br -6.777 -12.821 -8.860
Br -6.468 -12.053 -5.722
H -5.304 -13.707 -7.235
*
```

The molecule's Löwdin atomic charges, reported in e, are given here:
1. C -1.566
2. Br 0.556
3. Br 0.517
4. Br 0.536
5. H -0.043

***

no.,total energy (eV)
1,-105940.3609
2,-34306.4505
3,-153654.8279
4,-18333.4669
5,-211180.0989